No. 1
# C24H44BBrO6P

A 2-piece molecular cluster, C24H44BBrO6P overall in a non-equilibrium geometry (ωB97M-V with the def2-TZVPD basis set, OMol25).

The LUMO energy comes out at -0.08510 Ha. The electronic energy is -4332.288182 Ha. For the frontier orbital gap, the calculation gives 9.3 eV.

Geometry as ORCA input:
```
! RIJCOSX wB97M-V def2-TZVPD def2/J DEFGRID3
* xyz 1 1
C -1.702 2.608 2.154
C -2.399 4.027 2.547
O -2.580 4.933 1.425
B -1.465 5.780 1.298
O -0.155 5.259 1.737
C -1.219 7.238 0.670
C -1.175 8.514 1.363
C -1.617 8.724 2.865
C -0.809 9.796 3.738
O -0.562 10.927 3.262
Br -0.372 9.295 5.594
C -0.480 9.433 0.306
O 0.482 10.122 0.660
O -0.524 9.035 -1.078
C -1.076 7.737 -0.814
O -1.877 7.272 -1.640
H -1.616 2.562 1.003
H -0.622 2.653 2.554
H -2.248 1.700 2.568
H -1.848 4.463 3.445
H -3.454 3.743 2.918
H 0.097 5.663 2.593
H -2.638 9.283 2.759
H -1.892 7.762 3.422
C -2.897 -2.070 -3.063
C -1.575 -2.699 -3.476
C -1.270 -4.004 -2.743
C -0.803 -3.860 -1.290
P 0.898 -3.424 -0.981
C 1.923 -4.543 -1.972
C 1.703 -6.057 -1.928
C 2.206 -6.823 -0.702
C 3.643 -6.525 -0.301
C 1.336 -3.778 0.706
C 0.664 -3.109 1.902
C 1.086 -1.682 2.241
C 2.582 -1.414 2.182
C 1.420 -1.831 -1.586
C 1.004 -0.468 -1.033
C -0.488 -0.225 -0.794
C -1.118 0.693 -1.834
H -2.936 -1.866 -1.989
H -3.050 -1.126 -3.592
H -3.733 -2.732 -3.310
H -0.767 -1.979 -3.342
H -1.623 -2.908 -4.551
H -0.514 -4.549 -3.314
H -2.170 -4.628 -2.759
H -0.935 -4.845 -0.824
H -1.479 -3.207 -0.734
H 2.972 -4.307 -1.772
H 1.761 -4.232 -3.011
H 2.211 -6.481 -2.802
H 0.640 -6.280 -2.061
H 2.128 -7.894 -0.919
H 1.542 -6.660 0.150
H 4.337 -6.804 -1.098
H 3.908 -7.097 0.592
H 3.796 -5.470 -0.064
H 2.424 -3.741 0.811
H 1.079 -4.834 0.831
H 0.890 -3.724 2.782
H -0.423 -3.143 1.779
H 0.729 -1.445 3.248
H 0.555 -0.992 1.586
H 3.116 -1.997 2.937
H 2.779 -0.355 2.369
H 3.009 -1.649 1.203
H 1.232 -1.821 -2.664
H 2.516 -1.850 -1.511
H 1.393 0.299 -1.712
H 1.546 -0.292 -0.103
H -0.616 0.267 0.177
H -1.039 -1.162 -0.731
H -0.693 1.698 -1.769
H -2.196 0.777 -1.666
H -0.952 0.321 -2.850
*
```



No. 2
# C24H44BrN8

A 5-piece molecular cluster, C24H44BrN8 overall in a non-equilibrium geometry (ωB97M-V with the def2-TZVPD basis set, OMol25).

The LUMO energy comes out at -0.22050 Ha. The energy relative to the best compared isomer or geometry (same formula, charge and spin) is 0.000 eV. The electronic energy is -3952.149887 Ha. For the frontier orbital gap, the calculation gives 9.3 eV.

Geometry as ORCA input:
```
! RIJCOSX wB97M-V def2-TZVPD def2/J DEFGRID3
* xyz 3 1
C -7.589 -1.243 -4.970
C -6.399 -0.359 -4.655
N -5.543 -0.882 -3.588
C -5.116 -2.184 -3.467
C -4.284 -2.205 -2.393
N -4.175 -0.924 -1.916
C -4.971 -0.137 -2.651
C -3.427 -0.623 -0.693
H -8.357 -0.734 -5.549
H -8.166 -1.569 -4.096
H -7.309 -2.192 -5.428
H -6.766 0.648 -4.458
H -5.745 -0.214 -5.518
H -5.397 -2.916 -4.202
H -3.690 -3.016 -2.009
H -5.062 0.932 -2.562
H -4.109 -0.873 0.120
H -3.117 0.418 -0.706
H -2.527 -1.218 -0.547
C 1.518 -0.769 4.487
C 2.763 -1.309 3.776
N 2.649 -2.719 3.388
C 2.945 -3.809 4.163
C 2.424 -4.887 3.509
N 1.718 -4.424 2.443
C 1.931 -3.102 2.326
C 0.900 -5.254 1.534
H 0.588 -1.147 4.068
H 1.621 0.316 4.473
H 1.505 -1.064 5.537
H 3.647 -1.182 4.398
H 2.945 -0.807 2.825
H 3.429 -3.651 5.111
H 2.484 -5.931 3.764
H 1.430 -2.492 1.586
H -0.045 -5.419 2.051
H 1.381 -6.212 1.377
H 0.735 -4.633 0.660
C 0.896 -0.999 -4.852
C 0.712 0.462 -4.422
N 1.901 1.023 -3.767
C 2.489 2.169 -4.225
C 3.509 2.467 -3.367
N 3.433 1.537 -2.360
C 2.454 0.660 -2.617
C 4.349 1.347 -1.240
H 1.516 -1.075 -5.742
H -0.103 -1.305 -5.175
H 1.193 -1.676 -4.057
H -0.128 0.498 -3.723
H 0.368 1.116 -5.218
H 2.136 2.666 -5.110
H 4.215 3.278 -3.356
H 2.235 -0.102 -1.884
H 5.354 1.143 -1.608
H 3.976 0.574 -0.579
H 4.480 2.286 -0.699
C 3.922 3.766 3.385
C 2.725 3.849 2.429
N 1.470 3.532 3.087
C 0.864 4.324 4.026
C -0.394 3.853 4.184
N -0.512 2.720 3.400
C 0.625 2.557 2.724
C -1.729 1.963 3.197
H 4.296 2.744 3.495
H 3.603 4.078 4.378
H 4.773 4.314 2.990
H 2.838 3.160 1.592
H 2.718 4.855 2.010
H 1.355 5.167 4.479
H -1.268 4.176 4.722
H 0.795 1.888 1.889
H -1.640 1.331 2.317
H -2.606 2.591 3.311
H -1.798 1.242 4.023
Br 0.160 -0.394 0.174
*
```



No. 3
# C24H44Cl3N2O4PtSi

C24H44Cl3N2O4PtSi as an isolated structure in a non-equilibrium geometry (ωB97M-V with the def2-TZVPD basis set, OMol25).

The LUMO energy (alpha / beta) comes out at 0.08550 / 0.08529 Ha. The energy relative to the best compared isomer or geometry (same formula, charge and spin) is 0.000 eV. The electronic energy is -3140.838884 Ha. For the frontier orbital gap (alpha / beta), the calculation gives 4.5 / 6.0 eV.

Geometry as ORCA input:
```
! RIJCOSX wB97M-V def2-TZVPD def2/J DEFGRID3
* xyz -1 3
C 1.609 -0.733 -3.196
C 1.193 0.694 -3.150
H 1.348 -1.223 -4.137
H 1.177 -1.299 -2.355
H 2.702 -0.799 -3.087
C 0.669 1.384 -4.175
C 0.465 0.860 -5.556
H 0.394 2.428 -4.029
H 0.686 -0.211 -5.658
H 1.103 1.391 -6.277
H -0.568 1.025 -5.893
Pt 0.108 -0.110 0.822
Cl 2.397 0.227 1.156
Cl 0.325 -2.340 0.179
C 0.552 2.815 1.638
O -0.317 1.897 1.517
N 0.233 4.047 2.014
C -1.124 4.402 2.406
C 1.214 5.136 1.987
H 1.621 2.630 1.422
H -1.735 3.502 2.479
H -1.566 5.091 1.677
H -1.096 4.920 3.370
H 2.177 4.739 1.632
H 1.335 5.558 2.999
H 0.881 5.934 1.302
H -1.453 -1.037 -2.692
H -2.336 1.445 -3.165
C -2.303 -1.142 -1.999
C -3.184 1.108 -2.542
N -2.737 0.164 -1.526
H -2.006 -1.777 -1.161
C -2.590 0.560 -0.264
O -2.054 -0.172 0.641
H -3.624 1.979 -2.037
H -2.949 1.581 -0.016
H -3.131 -1.606 -2.552
H -3.935 0.626 -3.184
O 0.129 0.595 -1.157
C 1.224 1.245 -1.729
C -0.065 3.474 -1.529
C 1.148 2.778 -1.604
H -0.999 2.897 -1.526
C -0.066 4.871 -1.534
H 2.154 0.896 -1.247
C 2.347 3.495 -1.672
H -1.018 5.416 -1.475
C 1.130 5.576 -1.621
C 2.342 4.885 -1.692
H 3.283 2.933 -1.780
H 1.140 6.670 -1.619
H 3.294 5.420 -1.760
Si 0.447 -7.016 0.024
Cl 0.663 -6.398 -1.959
C -1.390 -6.911 0.372
C 1.562 -5.755 0.845
C 0.998 -8.773 0.474
H -1.797 -5.966 -0.014
H -1.597 -6.968 1.449
H -1.914 -7.744 -0.120
H 0.367 -9.531 -0.015
H 0.910 -8.927 1.564
H 2.048 -8.951 0.200
H 1.298 -4.730 0.540
H 2.601 -5.951 0.539
H 1.503 -5.819 1.938
C -1.149 0.033 5.048
C 0.180 -0.698 5.283
C 0.859 -0.652 3.937
O -0.238 -0.592 2.945
C -1.522 -0.345 3.636
H -1.909 -0.182 5.801
H -0.981 1.115 5.066
H -0.014 -1.742 5.541
H 0.782 -0.252 6.065
H 1.461 0.247 3.793
H 1.479 -1.525 3.699
H -2.123 -1.262 3.598
H -2.047 0.452 3.104
*
```